No. 1
A cluster of 2 separate species, C4H9IN in total at a distorted geometry. Source: OMol25; level of theory: ωB97M-V/def2-TZVPD.

Geometry as XYZ:
```
15
Properties=species:S:1:pos:R:3:forces:R:3
C -2.851768 -0.975884 -0.370739 -0.26 0.04 0.45
C 0.735525 -0.097910 -0.869454 -0.85 -1.29 -1.03
C 2.607515 0.794110 0.579908 1.99 0.67 -1.05
C 2.140478 -0.017006 -0.571732 -0.44 0.17 0.69
N -3.649564 -0.669052 0.625812 0.46 0.43 -4.30
I -0.703841 1.132727 0.020458 0.49 0.30 0.17
H -3.137378 -0.716474 -1.413982 0.33 -0.06 0.98
H -1.967568 -1.620541 -0.185407 -0.80 0.47 -0.20
H 2.248061 0.395802 1.461651 -0.94 -0.76 1.95
H 2.326935 1.809774 0.491831 -0.45 1.15 -0.03
H 3.692923 0.790779 0.669520 0.10 -0.07 -0.10
H 2.455394 -1.057998 -0.403322 -0.11 -0.13 -0.59
H 2.519668 0.265423 -1.567156 0.23 -0.06 -0.07
H -4.405487 -0.012265 0.419790 0.07 -0.47 0.67
H -3.370523 -0.931798 1.511177 0.18 -0.39 2.46
```
Forces are in eV/Å.

DFT total energy: -13873.4391 eV
total charge: +1
HOMO-LUMO gap: 0.2466 Ha
lowest unoccupied orbital energy: -5.146 eV

Here is what natural (NBO) gives for the atomic charges, in e: 0.10 -0.03 -0.62 -0.65 -0.62 0.19 0.25 0.25 0.21 0.22 0.24 0.29 0.31 0.44 0.43


No. 2
A structure of composition C18H28N3ReSbSe4Te. Source: OMol25; level of theory: ωB97M-V/def2-TZVPD.

Geometry as XYZ:
```
56
Properties=species:S:1:pos:R:3:forces:R:3
Re 0.237379 0.321688 0.300348 0.30 0.11 -0.42
C 2.504151 -0.993150 -3.197906 0.01 0.00 0.00
C 3.077030 -0.733268 -1.810956 0.00 -0.02 -0.01
C 3.741059 0.631192 -1.753460 0.00 -0.01 0.02
C 4.054057 -1.834274 -1.408546 0.00 -0.01 0.00
N 1.880195 -0.796018 -0.882810 0.02 0.01 -0.03
N 2.159349 -0.657534 0.527655 -0.05 0.00 0.00
H 3.304366 -0.950350 -3.935347 0.00 0.00 0.00
H 1.758769 -0.241818 -3.464576 0.00 0.00 0.00
H 2.050798 -1.984777 -3.264672 0.01 0.00 0.00
H 4.640938 0.606801 -2.367399 0.00 0.00 0.00
H 4.067012 0.918665 -0.750179 0.00 0.00 0.00
H 3.093664 1.405611 -2.160661 -0.02 0.03 -0.01
H 4.868567 -1.879664 -2.130182 0.00 0.00 0.00
H 3.570222 -2.814089 -1.400005 0.00 0.00 0.00
H 4.505704 -1.652364 -0.431125 0.00 0.00 0.00
H 1.484702 -1.727117 -0.998288 0.03 -0.01 0.01
H 2.976618 -0.069061 0.660989 0.01 -0.01 -0.01
H 2.311637 -1.555048 0.982768 0.02 -0.01 0.02
Se -1.709917 1.041189 -1.052501 -0.12 -0.15 0.04
Sb -3.488409 -0.168453 0.235657 -0.06 0.02 -0.53
Se -3.122456 0.032123 2.582344 0.14 0.07 0.22
Se -5.223589 -1.168222 -0.927677 0.12 0.07 0.17
Se -0.487346 1.024179 2.228301 -0.44 0.17 0.33
C -0.279946 4.106097 0.083185 0.00 0.00 -0.01
Te 1.351231 2.775929 -0.281200 0.05 -0.12 0.08
C 0.876152 2.978838 -2.358862 0.02 0.01 0.01
C -0.274914 3.952480 -2.431431 0.00 0.00 -0.01
C -0.792897 4.313540 -3.673738 -0.02 0.00 0.00
C -1.841727 5.211030 -3.754901 0.01 -0.01 0.00
C -2.378026 5.759876 -2.595211 0.00 0.00 0.01
C -1.864838 5.407388 -1.360270 -0.01 0.00 -0.01
C -0.812420 4.498787 -1.272323 0.01 0.00 0.01
H 0.109345 4.952910 0.646668 -0.01 0.01 -0.01
H -1.022135 3.580944 0.682097 0.01 0.01 0.00
H 0.626465 1.998322 -2.765184 0.00 0.00 -0.02
H 1.765213 3.354067 -2.865084 0.00 0.00 0.01
H -0.368372 3.895170 -4.578289 0.00 0.00 0.00
H -2.237399 5.490893 -4.721552 0.00 0.00 0.00
H -3.192813 6.468202 -2.656702 0.00 0.00 0.00
H -2.279406 5.840538 -0.458285 0.00 0.00 0.00
C -0.201773 -2.226621 2.741614 0.06 -0.07 0.02
C -0.694931 -2.516521 1.378123 0.06 0.06 0.04
C -1.442230 -3.687344 1.035431 -0.03 -0.02 0.00
C -1.665834 -3.637083 -0.301464 -0.06 -0.02 -0.01
C -1.060063 -2.432783 -0.785149 0.15 0.01 0.12
C -0.953541 -2.090311 -2.220183 -0.06 0.06 0.01
N -0.494588 -1.737002 0.263927 -0.15 -0.12 0.03
H -0.981532 -1.709648 3.311674 0.03 -0.07 -0.02
H 0.682075 -1.593762 2.759942 0.02 -0.03 -0.02
H 0.005146 -3.160318 3.263317 0.00 -0.02 -0.01
H -1.732023 -4.455828 1.734296 0.00 0.00 0.00
H -2.171858 -4.359667 -0.922056 0.00 0.00 -0.01
H -0.662303 -2.984582 -2.776833 -0.01 0.01 -0.01
H -0.256986 -1.282639 -2.422823 -0.03 0.03 0.00
H -1.932871 -1.789647 -2.606307 -0.01 0.00 0.00
```
Forces are in eV/Å.

DFT total energy: -300922.0309 eV
total charge: +2
HOMO-LUMO gap (spin up / spin down): 0.2308 / 0.2096 Ha
2S+1: 2
lowest unoccupied orbital energy (spin up / spin down): -7.491 / -8.061 eV

Here is what natural (NBO) gives for the atomic charges, in e: 0.17 -0.62 0.12 -0.63 -0.64 -0.48 -0.61 0.26 0.22 0.22 0.26 0.21 0.22 0.26 0.22 0.22 0.40 0.41 0.40 -0.30 1.01 -0.36 -0.26 0.44 -0.63 0.83 -0.63 -0.10 -0.18 -0.18 -0.18 -0.22 0.02 0.26 0.24 0.23 0.25 0.22 0.24 0.24 0.23 -0.70 0.36 -0.23 -0.24 0.35 -0.71 -0.66 0.28 0.22 0.27 0.26 0.26 0.26 0.23 0.29


No. 3
A structure of composition C10H8ErN2O5 at a distorted geometry. Source: OMol25; level of theory: ωB97M-V/def2-TZVPD.

Geometry as XYZ:
```
26
Properties=species:S:1:pos:R:3:forces:R:3
Er 1.246922 0.364616 -1.652899 -2.77 1.29 1.41
C 3.225219 -0.634087 -2.179258 7.37 -4.97 -1.81
O 4.155566 -1.274040 -2.442283 -4.77 3.44 1.31
C 2.158916 2.074861 -3.225566 1.85 4.01 -4.27
O 2.589279 2.893408 -3.915578 -1.87 -3.64 3.15
C 2.713007 2.234618 -0.716692 2.99 2.72 5.61
O 3.275436 2.799799 0.127507 -2.71 -2.58 -4.53
C -0.090063 -0.094921 -3.733723 -3.91 -3.45 -4.18
O -0.754295 -0.659411 -4.499367 3.44 3.13 3.77
H -2.004058 4.155506 -1.424002 1.66 -0.45 -1.27
H -1.369328 3.998305 -1.916540 -1.62 0.40 1.26
N -2.024589 -3.390299 2.349302 0.39 1.55 -0.52
C -1.407592 -2.808620 1.275491 -1.14 -3.07 0.87
O -1.135705 -3.475265 0.291939 0.50 1.53 -0.28
C -1.023725 -1.362686 1.441650 0.33 -0.13 -0.66
C -1.230331 -0.560892 2.575946 0.52 -0.21 -0.79
C -0.775164 0.755113 2.520806 0.11 0.33 0.11
C -0.088806 1.224683 1.392890 -0.01 -0.08 0.63
N 0.200405 0.417067 0.341070 -0.68 0.19 0.29
C -0.329586 -0.833350 0.363111 0.50 0.86 0.39
H -2.467693 -4.294693 2.322460 0.26 -0.26 -0.46
H -2.398296 -2.776369 3.034339 -0.34 0.08 0.68
H -1.681959 -0.983595 3.475941 0.08 0.39 -0.24
H -0.934071 1.388251 3.403401 0.15 0.00 -0.62
H 0.269103 2.246893 1.331157 -0.03 -0.09 0.16
H -0.118591 -1.404895 -0.541104 -0.30 -1.01 -0.03
```
Forces are in eV/Å.

DFT total energy: -51305.3042 eV
total charge: +3
HOMO-LUMO gap (spin up / spin down): 0.1653 / 0.1683 Ha
2S+1: 4
lowest unoccupied orbital energy (spin up / spin down): -14.257 / -14.175 eV

Here is what natural (NBO) gives for the atomic charges, in e: 1.88 0.37 -0.15 0.42 -0.23 0.44 -0.23 0.42 -0.21 0.08 -0.07 -0.75 0.63 -0.56 -0.10 -0.03 -0.18 0.08 -0.68 0.05 0.45 0.38 0.28 0.30 0.24 0.19